# 1
ORCA calculation (the ωB97M-V functional and the def2-TZVPD basis) on a structure of composition C11H18O2Si.

The value obtained for the highest occupied orbital energy is -7.60 eV. Its multiplicity is 1. As for the HOMO-LUMO gap: 8.123 eV. The value obtained for the energy relative to the best compared isomer or geometry (same formula, charge and spin) is 81.4 kcal/mol.

Geometry as XYZ:
```
32
C11H18O2Si (the ωB97M-V functional and the def2-TZVPD basis)
C 3.86 1.28 -1.98
C 2.93 0.30 -2.52
C 3.12 2.08 -1.15
C 1.73 0.54 -1.90
C 0.52 -0.26 -1.78
C -1.72 -2.53 0.11
C -1.22 2.52 -0.74
C 1.74 -1.76 0.67
C -2.02 -1.06 0.21
C -1.15 1.74 0.68
C 0.93 -0.75 1.42
O -0.10 -0.89 -2.57
O 1.79 1.61 -1.05
Si -0.49 0.03 0.40
H 4.91 1.21 -2.22
H 3.23 -0.58 -3.18
H 3.26 3.00 -0.68
H -1.32 -2.93 1.04
H -2.59 -3.15 -0.04
H -0.98 -2.69 -0.66
H -0.21 2.54 -1.08
H -1.83 2.04 -1.42
H -1.58 3.52 -0.76
H 2.26 -2.52 1.33
H 1.12 -2.48 -0.01
H 2.52 -1.51 -0.06
H -2.78 -0.76 0.95
H -2.43 -0.78 -0.82
H -2.12 1.44 0.99
H -0.77 2.38 1.53
H 1.72 -0.05 1.89
H 0.41 -1.04 2.31
```

# 2
ORCA calculation (the ωB97M-V functional and the def2-TZVPD basis) on a cluster of 3 separate species, C11H19BrF2NO9PSi in total.

The value obtained for the highest occupied orbital energy is -8.36 eV. Its multiplicity is 1. As for the HOMO-LUMO gap: 8.192 eV. Its structure (SMILES) is CCCO[Si@@](N)(CC=O)P(O)Br.O=C1OC[C@@H](F)O1.O=C1OC[C@@H](F)O1.

Geometry as XYZ:
```
45
C11H19BrF2NO9PSi (the ωB97M-V functional and the def2-TZVPD basis)
C 2.60 -1.26 -0.03
C 3.10 -0.08 -1.00
C 1.78 0.77 -1.40
O 0.70 -0.17 -1.53
Si -0.83 0.52 -1.15
N -1.38 1.49 -2.58
C -2.13 -0.90 -0.97
C -1.69 -2.04 0.05
O -0.66 -2.69 -0.16
P -0.88 1.69 0.73
O -2.43 1.46 1.43
Br -0.67 3.88 0.11
H 1.84 -0.82 0.69
H 3.47 -1.75 0.53
H 2.12 -2.10 -0.63
H 3.66 -0.48 -1.90
H 3.81 0.61 -0.43
H 1.65 1.53 -0.56
H 2.04 1.32 -2.37
H -0.54 2.01 -2.87
H -1.50 0.77 -3.32
H -3.16 -0.49 -0.67
H -2.24 -1.37 -1.99
H -2.37 -2.30 0.94
H -2.54 0.53 1.72
O 3.49 -6.13 -3.77
C 2.51 -5.75 -3.20
O 2.50 -4.72 -2.31
C 1.13 -4.50 -1.96
C 0.51 -5.82 -2.26
F -0.78 -5.68 -2.67
O 1.27 -6.30 -3.35
H 0.73 -3.69 -2.58
H 1.03 -4.22 -0.91
H 0.56 -6.54 -1.44
O -0.83 3.05 3.01
C -1.24 4.05 3.53
O -1.96 5.01 2.90
C -2.36 5.95 3.88
C -1.32 5.75 4.95
F -1.84 5.98 6.18
O -1.02 4.37 4.84
H -3.37 5.71 4.23
H -2.35 6.97 3.48
H -0.41 6.34 4.81
```

# 3
ORCA calculation (the ωB97M-V functional and the def2-TZVPD basis) on the ion C11H19N4 with charge +1.

The value obtained for the highest occupied orbital energy is -12.04 eV. The charge is +1. Its multiplicity is 1. As for the HOMO-LUMO gap: 8.263 eV. The value obtained for the energy relative to the best compared isomer or geometry (same formula, charge and spin) is 144.7 kcal/mol.

Geometry as XYZ:
```
34
C11H19N4 (the ωB97M-V functional and the def2-TZVPD basis)
C -1.46 0.97 2.25
C -1.46 2.66 0.43
C 0.52 0.75 0.05
C 0.90 -2.22 -0.24
C 0.62 -1.57 0.88
C -2.82 4.20 -0.59
C -0.21 4.65 -0.51
C 1.69 -4.41 0.90
C 0.57 -4.38 -1.37
C -1.39 3.63 -0.58
C 1.47 -3.60 -0.35
N -0.72 0.01 1.89
N -1.72 2.07 1.44
N 0.10 -0.28 0.90
N 1.62 0.49 -0.58
H -1.81 1.01 3.26
H 0.67 -1.85 -1.24
H 0.83 -1.97 1.92
H -3.01 4.56 -1.59
H -3.04 4.99 0.15
H -3.41 3.28 -0.50
H -0.33 5.03 0.51
H -0.39 5.44 -1.25
H 0.85 4.24 -0.73
H 2.19 -5.35 0.71
H 2.31 -3.93 1.71
H 0.76 -4.86 1.19
H 0.47 -3.86 -2.23
H 1.12 -5.34 -1.54
H -0.34 -4.64 -0.89
H -1.10 3.17 -1.59
H 2.49 -3.40 -0.77
H 2.16 1.03 -1.09
H 1.87 -0.51 -0.54
```